(1)
Formula: C2H2ClP
Source: the OMol25 dataset
Level of theory: ωB97M-V/def2-TZVPD

Element x y z (Å)
1 C 1.113 1.076 -0.320
2 P -0.133 0.168 0.085
3 C -1.910 -0.659 -0.458
4 Cl -3.235 0.304 0.046
5 H 2.052 1.510 -0.110
6 H -1.889 -1.559 0.172

frontier orbital gap (spin up / spin down): 0.2649 / 0.2612 Eh
E_HOMO (spin up / spin down): -8.53 / -8.37 eV
calculated total energy: -878.739808 Ha
LUMO level (spin up / spin down): -1.318 / -1.264 eV

These are the Löwdin partial charges, in e, on atoms 1 to 4: -0.33, 0.82, -0.81, 0.45

(2)
Formula: C2H2CsF2MgO
Source: the OMol25 dataset
Level of theory: ωB97M-V/def2-TZVPD

Element x y z (Å)
1 F -2.604 0.291 -1.366
2 O -0.316 0.049 -0.032
3 Mg -1.367 -1.065 -1.330
4 Cs -3.545 2.708 -0.298
5 C 0.788 0.247 0.538
6 C 1.849 -0.665 0.460
7 H 0.860 0.626 1.605
8 F 1.863 -1.089 -0.817
9 H 2.471 -1.101 1.239

frontier orbital gap (spin up / spin down): 0.3055 / 0.3491 Eh
multiplicity: 2
E_HOMO (spin up / spin down): -17.85 / -19.42 eV
calculated total energy: -572.028711 Ha
charge: +2
LUMO level (spin up / spin down): -9.536 / -9.921 eV

These are the Löwdin partial charges, in e, on atoms 1 to 4: -0.67, -0.08, 1.32, 1.09